Entry from OMol25: C18H34AsMoN5O4P as an isolated structure (ωB97M-V/def2-TZVPD).

Computed properties:
* electronic energy: -3925.49704 a.u.

```
! RIJCOSX wB97M-V def2-TZVPD def2/J DEFGRID3
* xyz 3 3
Mo -1.04620 -0.19958 0.09340
C 4.03694 -0.68816 1.49563
C 4.40724 -0.11055 0.13330
C 3.32771 -0.32005 -0.95767
C 3.77283 0.34234 -2.28419
C 2.80517 0.12141 -3.44197
C 3.21098 -1.82095 -1.20993
O 4.12743 -2.50864 -1.51843
N 1.90825 -2.43611 -1.10502
C 0.85549 -1.77084 -0.67832
O -0.33761 -2.20317 -0.57297
N 0.92950 -0.47197 -0.27924
C 2.05123 0.35665 -0.49351
O 1.96099 1.53903 -0.27923
H 4.84055 -0.52003 2.21023
H 3.87762 -1.76993 1.44706
H 3.13654 -0.21780 1.90823
H 5.31706 -0.57948 -0.23950
H 4.59029 0.96185 0.20300
H 4.75440 -0.06552 -2.52359
H 3.89738 1.40547 -2.08075
H 2.74129 -0.93257 -3.72467
H 3.13823 0.66449 -4.32441
H 1.79582 0.48105 -3.20562
H 1.83262 -3.40987 -1.38503
C 0.41504 -1.59561 3.00928
P -1.18485 -1.51231 2.17217
C -2.31682 -0.66564 3.33159
C -1.74081 -3.21772 1.94295
H 0.27413 -2.17028 3.92788
H 0.76639 -0.59703 3.26742
H 1.16168 -2.09333 2.39169
H -3.02513 -1.37563 3.75943
H -2.88261 0.13410 2.85437
H -1.73094 -0.23588 4.14477
H -2.37342 -3.50090 2.78410
H -0.86341 -3.86326 1.92076
H -2.28559 -3.35180 1.01120
N -4.11995 -1.10449 -4.17896
C -4.03620 -1.09774 -2.84845
C -2.82983 -0.84143 -2.16222
N -2.81391 -0.84934 -0.82517
C -3.93611 -1.10257 -0.13121
C -5.10784 -1.34820 -0.83773
N -5.15851 -1.35066 -2.15400
H -3.32564 -0.97379 -4.78056
H -5.00759 -1.33286 -4.60184
H -1.89520 -0.68103 -2.68580
H -3.89807 -1.11394 0.94740
H -6.02726 -1.56248 -0.30480
C -2.24515 4.12161 1.19268
As -0.61456 3.30423 0.66909
C 0.06746 4.09516 -0.90870
C 0.59262 3.19659 2.12560
O -1.11929 1.63225 0.27723
H -2.01587 5.06566 1.68850
H -2.76751 3.46432 1.88333
H -2.85362 4.31088 0.31099
H 0.11591 5.16648 -0.70490
H -0.63234 3.90862 -1.71999
H 1.05333 3.69600 -1.12683
H 0.97675 4.20289 2.30069
H 1.41152 2.53008 1.86930
H 0.04150 2.86204 3.00195
*
```


Entry from OMol25: a 2-piece molecular cluster, C18H34BN2O8S2 overall (ωB97M-V/def2-TZVPD).

Computed properties:
* electronic energy: -2238.76457 a.u.

```
! RIJCOSX wB97M-V def2-TZVPD def2/J DEFGRID3
* xyz 1 1
N -2.18070 -2.87487 -3.54481
C -1.60113 -1.53197 -3.70056
C -1.27133 -0.96453 -2.31667
C -1.33369 0.57586 -2.26704
C -0.12166 1.36597 -1.72986
B 1.12907 0.98888 -2.71597
O 2.49355 1.27484 -2.42778
O 0.85515 0.45301 -3.92574
O -0.51402 2.76502 -2.05005
S 0.58482 3.88798 -1.97057
O -0.06190 5.10456 -1.60680
O 1.41786 3.85249 -3.14385
C 1.56916 3.36192 -0.59873
C 0.76769 2.53256 0.38711
C 0.12224 1.23638 -0.18745
C -1.21413 1.11280 0.60755
C -1.79886 -0.29358 0.79195
C -2.36510 -0.54369 2.20578
C -2.14857 -1.98326 2.68801
S -3.35481 -3.10318 2.06616
O -3.52069 -2.84957 0.66739
O -3.05484 -4.43082 2.51758
O -4.64547 -2.59850 2.84619
C 1.11295 0.08084 0.07777
C 1.24927 -0.53349 1.46324
C 1.68067 -1.85959 1.50752
C 1.85220 -2.52808 2.70419
C 1.57603 -1.89098 3.90589
C 1.15295 -0.57397 3.88378
C 0.99673 0.09684 2.68038
H -2.05129 -3.42582 -4.38387
H -1.71258 -3.37872 -2.79955
H -0.71227 -1.54718 -4.33553
H -2.37567 -0.89932 -4.13942
H -0.32916 -1.38027 -1.95567
H -2.05497 -1.36393 -1.66909
H -1.44196 0.92208 -3.29841
H -2.23945 0.91803 -1.76376
H 2.72709 2.00608 -3.02505
H 1.62827 0.01977 -4.30826
H 2.46700 2.86152 -0.92987
H 1.85246 4.30601 -0.12436
H 0.02753 3.20293 0.83003
H 1.43646 2.24571 1.20259
H -1.07515 1.56064 1.59292
H -1.93032 1.77160 0.10721
H -1.07779 -1.07369 0.55317
H -2.63321 -0.43078 0.10529
H -3.44079 -0.34803 2.17320
H -1.95860 0.14439 2.94817
H -2.19464 -2.03255 3.77689
H -1.19170 -2.38839 2.35300
H -5.09624 -3.38862 3.18654
H 0.94611 -0.75140 -0.60800
H 2.10784 0.45877 -0.19570
H 1.89677 -2.38586 0.58271
H 2.19434 -3.55611 2.71047
H 1.70138 -2.40131 4.85187
H 0.92890 -0.04464 4.80278
H 0.67536 1.12809 2.71864
N 4.71375 1.82598 0.04667
H 5.46867 1.13668 0.06262
H 4.07102 1.61458 -0.73535
H 4.19304 1.78182 0.92683
H 5.10633 2.76206 -0.07432
*
```


Entry from OMol25: C18H34ClN2P2SV as an isolated structure (ωB97M-V/def2-TZVPD).

Computed properties:
* electronic energy: -3300.35917 a.u.

```
! RIJCOSX wB97M-V def2-TZVPD def2/J DEFGRID3
* xyz 2 3
V -1.03101 0.94292 0.02030
C -2.52547 2.47541 3.18141
P -2.29784 0.88006 2.21694
C -1.97617 -0.30656 3.59312
C -4.10379 0.45101 1.88915
C -4.11897 -0.71429 0.87334
P -2.93328 -0.38817 -0.51430
C -2.47008 -1.99422 -1.06300
C -4.08869 0.23998 -1.73981
H -3.28574 2.29325 3.95534
H -2.94674 3.26804 2.47676
H -1.54663 2.83396 3.58728
H -2.71525 -0.22178 4.33544
H -1.00821 -0.13859 4.07059
H -1.98219 -1.32884 3.27285
H -4.50237 1.38716 1.48528
H -4.59463 0.21800 2.78183
H -5.05844 -0.94167 0.44793
H -3.85063 -1.64738 1.39577
H -3.28925 -2.57230 -1.36377
H -1.86869 -2.44275 -0.26205
H -1.75377 -1.78312 -1.88899
H -4.85167 -0.49269 -1.83736
H -3.55581 0.44555 -2.67683
H -4.43308 1.18673 -1.44196
Cl -1.48543 3.49420 -0.34579
C 0.11853 2.85509 -0.58403
C 1.17246 3.40718 0.05147
C 2.45901 2.96515 -0.24461
C 2.63819 1.99439 -1.24178
C 1.54519 1.41580 -1.85333
C 0.23351 1.88173 -1.57298
C -0.99962 1.24708 -2.06820
H 1.15468 4.07731 0.86850
H 3.31281 3.37594 0.20425
H 3.63784 1.70008 -1.53215
H 1.63373 0.71286 -2.70179
H -0.85386 0.42426 -2.73395
H -1.75683 1.89194 -2.46318
C 2.86961 -3.11642 -2.72948
C 2.60992 -3.19562 -1.22118
N 1.60325 -2.19814 -0.81035
C 1.70270 -1.28016 0.10661
S 0.30071 -0.63024 0.92489
N 2.88364 -0.81768 0.56674
C 4.29457 -0.93150 0.04924
C 5.05783 0.02315 0.82713
H 3.66896 -3.79760 -3.06447
H 3.09644 -2.11470 -3.03950
H 2.01583 -3.37396 -3.31197
H 3.48155 -3.02629 -0.63419
H 2.15980 -4.21512 -0.98715
H 0.65272 -2.47173 -0.89932
H 2.84819 -0.10422 1.29064
H 4.28993 -0.58319 -1.01946
H 4.65571 -1.92942 0.16229
H 4.76475 1.06843 0.64857
H 6.15461 -0.24911 0.62092
H 4.86746 -0.14920 1.94232
*
```


Entry from OMol25: a 4-piece molecular cluster, C18H34N9O4S2 overall (ωB97M-V/def2-TZVPD).

Computed properties:
* electronic energy: -2295.86477 a.u.

```
! RIJCOSX wB97M-V def2-TZVPD def2/J DEFGRID3
* xyz 1 1
O -2.17798 0.49281 1.70282
C -0.86139 -0.16345 1.69215
N -0.47082 -0.86761 0.41137
C 0.91451 -1.40221 0.69962
N 1.61033 -2.08099 -0.28145
C 1.03169 -2.32564 -1.66269
C 1.19010 -1.07585 -2.71068
C -0.24638 -1.00981 -3.56280
S -1.35823 0.18878 -2.64339
C -1.12464 1.87647 -3.42088
S -2.20562 2.30143 -4.69853
N -0.06373 2.89672 -3.07145
C -0.39350 4.19957 -2.34954
C 1.07876 4.96701 -2.26407
N 2.18187 4.10591 -2.88201
C 1.42224 2.88463 -3.36467
N 1.26282 -1.04380 2.12667
N 0.22822 -0.29469 2.73312
H -2.64478 0.11439 0.87618
H 2.58303 -2.41780 -0.01304
H 1.62852 -3.24015 -2.13644
H -0.09371 -2.65295 -1.55615
H 2.01722 -1.32548 -3.50356
H 1.45446 -0.04660 -2.21879
H -0.10502 -0.60082 -4.65535
H -0.72961 -2.08614 -3.63536
H -1.44633 4.58524 -1.95877
H 1.26720 6.02401 -1.79269
H 1.85697 1.92873 -3.92877
H 2.16398 -1.31619 2.59393
H 0.18344 0.08604 3.70659
C -5.01580 -1.80365 2.09184
C -4.81763 -1.97282 0.61147
O -3.72346 -2.25492 0.12777
N -5.89557 -1.80456 -0.20549
C -7.25288 -1.47462 0.15936
H -4.06568 -1.96920 2.60814
H -5.35492 -0.78771 2.31070
H -5.74014 -2.53557 2.45887
H -5.67952 -1.93547 -1.18728
H -7.90389 -2.27636 -0.19756
H -7.52204 -0.54306 -0.34459
H -7.37756 -1.35572 1.23639
C 5.75346 -0.77471 -2.55498
C 5.32322 -2.18668 -2.83889
O 4.35613 -2.69900 -2.27941
N 6.03907 -2.90712 -3.74785
C 7.19562 -2.49433 -4.50698
H 5.08520 -0.33273 -1.81014
H 6.77047 -0.76642 -2.15413
H 5.69762 -0.17542 -3.46756
H 5.68574 -3.84773 -3.88257
H 6.95421 -2.58618 -5.56871
H 8.01820 -3.17233 -4.26637
H 7.49307 -1.46806 -4.28800
C -1.17290 1.49122 7.17356
C -0.46036 1.83202 5.89469
O 0.40648 1.10341 5.41672
N -0.79840 2.98890 5.25826
C -1.77995 3.97253 5.64981
H -0.79364 0.54071 7.56009
H -0.98943 2.26606 7.92256
H -2.24505 1.38525 6.98824
H -0.27375 3.14584 4.40512
H -2.51416 4.05726 4.84499
H -1.26907 4.93087 5.77143
H -2.28628 3.70874 6.57917
*
```


Entry from OMol25: a 6-piece molecular cluster, C18H35BNO23PS5 overall (ωB97M-V/def2-TZVPD).

Computed properties:
* electronic energy: -4848.87297 a.u.
* SMILES: CCB(O)[PH2](COO)c1ccncc1.O=S1(=O)OCCO1.O=S1(=O)OCCO1.O=S1(=O)OCCO1.O=S1(=O)OCCO1.O=S1(=O)OCCO1

```
! RIJCOSX wB97M-V def2-TZVPD def2/J DEFGRID3
* xyz 0 1
C -2.32537 -0.63823 4.34090
C -2.61591 -0.37855 2.75980
B -1.45416 -1.02425 1.80389
O -0.13707 -1.41731 2.29313
P -1.72629 -1.28108 -0.11320
C -2.02737 -3.14908 0.25086
O -2.93070 -3.29525 1.37341
O -4.22418 -3.08573 0.96370
C -1.29862 0.59541 -0.30736
C 0.13248 1.02406 -0.76357
C 0.39864 2.56757 -0.84316
N -0.49679 3.62368 -0.53542
C -1.79647 3.19325 -0.15272
C -2.31316 1.75122 0.00410
H -1.34063 -0.11054 4.56750
H -3.18421 -0.11635 4.90195
H -2.29604 -1.75236 4.57607
H -3.65335 -0.76044 2.43785
H -2.67662 0.76981 2.64446
H 0.37370 -0.56738 2.24053
H -0.64180 -1.61481 -1.01620
H -3.03735 -1.08841 -0.66071
H -0.99961 -3.57328 0.56203
H -2.34871 -3.71014 -0.69420
H -4.78852 -3.09713 1.76944
H 0.92166 0.23276 -1.00075
H 1.45502 2.87795 -1.17688
H -2.54447 4.02473 0.11566
H -3.37663 1.47599 0.33260
C 1.25006 -6.59243 -2.24604
C 1.59877 -6.00825 -0.88607
O 2.03784 -4.67689 -1.15732
S 1.23337 -4.10575 -2.44447
O 0.13529 -3.31352 -1.97305
O 2.18579 -3.62185 -3.39561
O 0.64482 -5.52172 -2.97222
H 2.14929 -6.90405 -2.78462
H 0.56365 -7.43603 -2.16881
H 2.37869 -6.57447 -0.37749
H 0.71533 -5.94869 -0.24353
C 1.60797 3.76897 4.43306
C 2.32811 2.56201 5.01385
O 1.85461 1.44935 4.25521
S 1.53568 1.93827 2.74133
O 2.66396 1.61897 1.91916
O 0.19833 1.54560 2.41336
O 1.55203 3.53366 3.02555
H 0.58303 3.83572 4.80844
H 2.13177 4.70201 4.64245
H 2.11788 2.42236 6.07401
H 3.40918 2.63757 4.86467
C 1.24418 0.87902 -5.60816
C 1.58925 1.45863 -4.24583
O 2.02762 2.79248 -4.51628
S 1.22344 3.36565 -5.80211
O 0.12627 4.15678 -5.33260
O 2.17945 3.85172 -6.75255
O 0.63793 1.95156 -6.33457
H 2.14449 0.57074 -6.14583
H 0.55901 0.03393 -5.53452
H 2.37016 0.89256 -3.73810
H 0.71042 1.51890 -3.59703
C -6.71483 -1.01477 7.76189
C -6.35811 -0.32687 9.07059
O -4.94002 -0.16858 9.03062
S -4.47409 0.04924 7.49112
O -4.32440 1.45501 7.26195
O -3.44761 -0.90005 7.19247
O -5.85144 -0.43503 6.78336
H -6.50498 -2.08698 7.80925
H -7.75881 -0.86191 7.48680
H -6.65568 -0.91012 9.94178
H -6.80800 0.66857 9.12881
C 6.58592 2.92881 -7.58710
C 5.51131 2.65463 -8.62720
O 5.38816 1.23161 -8.66507
S 5.69033 0.63492 -7.18777
O 4.43781 0.41534 -6.52853
O 6.69419 -0.37758 -7.30437
O 6.36583 1.96629 -6.55511
H 7.58576 2.76455 -7.99874
H 6.52160 3.94005 -7.18467
H 5.77459 3.04442 -9.61026
H 4.54733 3.06955 -8.31784
*
```


Entry from OMol25: an isolated ion of composition C18H35FP and charge +1 (ωB97M-V/def2-TZVPD).

Computed properties:
* electronic energy: -1147.73588 a.u.

```
! RIJCOSX wB97M-V def2-TZVPD def2/J DEFGRID3
* xyz 1 1
C -4.68778 -0.03937 -3.24026
C -3.65445 -0.14695 -2.63829
P -2.20778 -0.43701 -1.70402
C -1.70343 -2.14393 -1.98445
C -2.88509 -3.11248 -1.64204
C -3.10114 -4.08078 -2.79767
F -3.64437 -3.37820 -3.85547
C -0.96226 0.82653 -2.05967
C 0.05673 0.43216 -3.17599
C 1.45484 0.97747 -2.87413
C 2.43231 0.09438 -2.03561
C 1.95606 -1.28247 -1.55505
C 1.20793 -1.24917 -0.20725
C 2.16066 -0.91380 0.97964
C 1.76666 0.36079 1.74734
C 0.87149 0.10052 2.97840
C 1.44921 0.65909 4.27594
C 1.46358 2.20197 4.37142
C 0.31540 2.91606 3.64821
C 0.31431 4.41203 4.00702
H -5.65073 -0.06692 -3.70196
H -2.60423 -0.31060 -0.36574
H -1.47674 -2.26219 -3.04351
H -0.85196 -2.41193 -1.36443
H -2.65513 -3.69804 -0.75160
H -3.81469 -2.57737 -1.44369
H -3.75708 -4.90737 -2.52958
H -2.13841 -4.50254 -3.09764
H -1.52178 1.70201 -2.39637
H -0.44677 1.14141 -1.15364
H -0.29628 0.93380 -4.07825
H 0.03721 -0.63030 -3.40361
H 1.35641 1.94492 -2.37744
H 1.93201 1.19219 -3.82979
H 2.74369 0.65886 -1.15466
H 3.33810 -0.04093 -2.62568
H 1.40850 -1.84806 -2.31187
H 2.85541 -1.87207 -1.35870
H 0.80037 -2.24896 -0.02749
H 0.38539 -0.53029 -0.21456
H 3.16246 -0.80210 0.56051
H 2.20666 -1.78423 1.63446
H 1.21095 1.00020 1.05426
H 2.68104 0.88164 2.03236
H 0.77814 -0.98322 3.10801
H -0.14720 0.45875 2.82734
H 2.47567 0.30946 4.41623
H 0.89191 0.26058 5.12680
H 1.40206 2.47023 5.42714
H 2.40047 2.61615 3.99090
H -0.65092 2.50427 3.95005
H 0.41826 2.81486 2.56611
H 0.48052 4.56484 5.07315
H 1.08825 4.95265 3.46085
H -0.64442 4.87344 3.76397
*
```


Entry from OMol25: C18H35GeN3O5PtS as an isolated structure (ωB97M-V/def2-TZVPD).

Computed properties:
* electronic energy: -3841.08065 a.u.

```
! RIJCOSX wB97M-V def2-TZVPD def2/J DEFGRID3
* xyz 2 1
Pt 0.34860 -0.53074 -1.49694
C 4.49471 0.35970 -0.78246
C 3.15937 0.46234 -1.44165
O 2.21241 -0.16629 -0.88066
N 3.02661 1.20971 -2.51891
C 1.80024 1.44907 -3.28550
C 0.74527 2.18206 -2.50312
C 0.56814 3.54704 -2.60454
C -0.47975 4.15321 -1.92337
C -1.33121 3.36560 -1.16921
C -1.08787 2.00797 -1.08870
N -0.05469 1.43909 -1.71623
H 4.72053 -0.69005 -0.60581
H 4.44176 0.85934 0.18548
H 5.28633 0.81270 -1.37443
H 3.86578 1.67305 -2.83518
H 1.40108 0.49206 -3.63599
H 2.07936 2.01132 -4.17242
H 1.22419 4.12447 -3.24124
H -0.64034 5.21967 -2.00407
H -2.18200 3.78342 -0.65033
H -1.72613 1.34838 -0.51856
O -1.69517 -2.12651 -1.78168
N -2.13949 -1.37543 -2.67981
O -3.13084 -1.57260 -3.31091
O -1.41550 -0.31483 -2.86211
C -0.42104 -4.78519 -1.51937
S 0.59000 -3.56440 -2.33369
C 2.14017 -4.44387 -2.35672
O 0.87421 -2.48759 -1.23906
H 0.03670 -5.04878 -0.56704
H -0.47681 -5.65347 -2.17610
H -1.40674 -4.34935 -1.39487
H 2.02181 -5.30782 -3.01051
H 2.40544 -4.75335 -1.34819
H 2.88901 -3.77463 -2.77336
C -4.31068 1.13250 1.27724
C -3.03166 0.44582 1.73747
C -2.70671 -0.77712 0.88915
C -1.45050 -1.52853 1.31107
Ge 0.29140 -0.66241 1.18297
C 0.72312 1.16001 1.71856
C 1.05658 1.13100 3.22094
C -0.16207 0.91296 4.11055
C 0.18952 0.96555 5.59030
H -4.52583 2.02216 1.86693
H -5.16448 0.46068 1.36788
H -4.24928 1.42844 0.22603
H -3.12472 0.14568 2.78479
H -2.19832 1.16063 1.71825
H -2.64358 -0.50407 -0.16729
H -3.54721 -1.47443 0.93988
H -1.33601 -2.46708 0.76725
H -1.50791 -1.79715 2.37514
H 1.44517 -1.62441 1.46343
H -0.11309 1.82931 1.51661
H 1.58033 1.50397 1.13749
H 1.53938 2.07577 3.48215
H 1.80247 0.35537 3.42971
H -0.62536 -0.05791 3.88456
H -0.92013 1.66504 3.87264
H 0.89983 0.18101 5.85429
H -0.69434 0.83686 6.21259
H 0.63995 1.92508 5.84669
*
```


- Number 7 is which compound?
  C18H35GeN3O5PtS